[1]
This record from the OMol25 dataset describes a molecular structure, C39H40BrGeN6O6S3V. The level of theory is ωB97M-V with the def2-TZVPD basis set.

Positions of all 97 atoms, in Å:
V: 0.3026 -0.1294 -0.2674
S: 0.1795 -0.2623 1.9999
C: -1.5083 0.0457 2.4080
C: -1.9673 -0.1953 3.7052
C: -3.2936 0.0238 4.0413
C: -4.1884 0.4905 3.0842
C: -3.7435 0.7383 1.7951
C: -2.4085 0.5186 1.4512
S: -1.8246 0.8703 -0.1689
H: -1.2653 -0.5609 4.4469
H: -3.6322 -0.1734 5.0517
H: -5.2257 0.6656 3.3440
H: -4.4274 1.1164 1.0404
Br: 3.7090 -2.0391 -2.5661
C: 3.9176 -0.8900 -1.0762
C: 5.0573 -1.0512 -0.2990
C: 5.2078 -0.2547 0.8166
C: 4.2263 0.6730 1.1195
C: 3.1488 0.7537 0.2707
N: 2.9743 -0.0036 -0.8222
C: 2.0706 1.7495 0.5721
O: 2.0910 2.4452 1.5460
O: 1.1096 1.8335 -0.3961
H: 5.7867 -1.8027 -0.5632
H: 6.0814 -0.3588 1.4466
H: 4.2752 1.3199 1.9846
C: -6.9243 -2.6351 -1.2506
C: -5.5447 -3.0022 -1.7421
C: -5.3539 -4.0959 -2.5876
C: -4.0923 -4.4304 -3.0527
C: -3.0086 -3.6466 -2.6704
C: -3.1722 -2.5442 -1.8390
C: -4.4407 -2.2371 -1.3732
S: -1.4095 -4.0566 -3.2547
O: -0.6286 -2.8513 -3.2257
O: -1.5050 -4.8165 -4.4736
N: -0.9020 -5.1319 -2.1440
C: -0.5610 -4.7624 -0.7603
C: 0.8211 -4.1412 -0.5236
C: 0.8404 -2.6722 -0.2011
O: 1.8206 -2.1718 0.3453
O: -0.1986 -1.9440 -0.5191
H: -7.6113 -3.4790 -1.3221
H: -7.3398 -1.8171 -1.8463
H: -6.8939 -2.3004 -0.2123
H: -6.2089 -4.6974 -2.8816
H: -3.9378 -5.2792 -3.7094
H: -2.3177 -1.9515 -1.5501
H: -4.5663 -1.3906 -0.7054
H: -0.2640 -5.7763 -2.6050
H: -0.6535 -5.6835 -0.1939
H: -1.3310 -4.0853 -0.3919
H: 1.4591 -4.2774 -1.3983
H: 1.3193 -4.6197 0.3162
Ge: -0.0139 3.3697 0.0076
C: -0.9969 3.6094 1.6181
C: -2.3899 3.6755 1.6000
C: -3.0872 3.9823 2.7601
C: -2.3973 4.2004 3.9458
C: -1.0106 4.1203 3.9719
C: -0.3057 3.8312 2.8102
C: -0.8373 3.5755 -1.7329
C: 0.0383 3.8787 -2.7788
C: -0.4420 4.1042 -4.0659
C: -1.8092 4.0602 -4.3121
C: -2.6911 3.7542 -3.2816
C: -2.2062 3.4990 -2.0042
H: 1.1490 4.3762 -0.0174
H: -2.9363 3.4717 0.6874
H: -4.1697 4.0280 2.7441
H: -2.9432 4.4324 4.8531
H: -0.4751 4.2756 4.9013
H: 0.7732 3.7619 2.8302
H: 1.1045 3.9437 -2.5902
H: 0.2495 4.3290 -4.8698
H: -2.1878 4.2597 -5.3091
H: -3.7583 3.7203 -3.4716
H: -2.9014 3.2273 -1.2200
C: -1.5886 -1.5785 -6.3546
C: -2.3411 -0.2895 -6.0307
C: -3.4545 -0.5377 -5.0154
C: -1.3870 0.8225 -5.6063
N: -0.5976 0.5126 -4.4028
C: -0.9611 0.4439 -3.1348
N: 0.1076 0.1770 -2.4138
N: 1.1540 0.1024 -3.2953
N: 0.7374 0.3147 -4.4845
H: -2.2679 -2.3374 -6.7516
H: -1.1144 -1.9945 -5.4603
H: -0.8050 -1.4048 -7.0985
H: -2.7941 0.0914 -6.9505
H: -3.0728 -1.0320 -4.1163
H: -4.2098 -1.2032 -5.4391
H: -3.9521 0.3918 -4.7190
H: -1.9120 1.7533 -5.4122
H: -0.6538 0.9952 -6.3895
H: -1.9644 0.5866 -2.7618

Calculated values
Multiplicity: 3
Calculated total energy in eV: -247073.0279
Maximum force in eV Å⁻¹: 1.52
E_HOMO (alpha / beta) in eV: -7.33 / -7.31
Gap between HOMO and LUMO (alpha / beta) in eV: 7.23 / 7.07
<S²>: 2.025
E_LUMO (alpha / beta) in eV: -0.1 / -0.2
ΔE to the lowest compared entry with this formula, charge and spin in eV: 0.8500

=====

[2]
This record from the OMol25 dataset describes 40 unconnected molecules or ions with the total composition H80O40. The level of theory is ωB97M-V with the def2-TZVPD basis set.

Positions of all 120 atoms, in Å:
H: 0.2039 6.3940 -2.1320
H: -0.8875 5.6162 -2.5662
O: 0.0317 5.7582 -2.8026
H: 0.3021 1.7461 -5.1023
H: -1.1751 1.6369 -5.0988
O: -0.4838 2.3265 -4.7452
H: 3.7786 2.2371 4.0927
H: 3.1188 0.9349 4.8957
O: 3.7198 1.4121 4.2074
H: -5.0388 -0.0139 -0.6979
H: -6.4219 -0.3999 -1.0539
O: -5.9509 -0.1487 -0.3094
H: -3.7458 -2.1437 -2.6373
H: -2.9372 -1.7177 -4.0469
O: -2.9654 -1.7754 -3.0038
H: 5.5481 1.6337 0.4312
O: 5.5736 0.9522 0.9084
H: 4.9984 3.1262 -1.2504
O: 4.8159 3.6844 -0.5333
H: 4.5150 -1.2708 4.3436
H: 3.7627 -2.0169 5.3836
O: 3.5895 -1.3383 4.5967
H: -0.9267 -5.1863 2.8682
H: -2.3337 -5.1132 2.7070
O: -1.5955 -5.7202 2.6128
H: 1.7069 1.0563 -4.0705
H: 1.8089 -0.5297 -4.0438
O: 1.5779 0.2147 -4.6244
H: -2.7839 0.4819 4.8412
H: -3.6216 1.6837 4.9557
O: -3.6769 0.6306 5.0658
H: 3.5770 4.3031 -4.0514
O: 3.8361 3.8133 -3.2111
H: -2.9110 5.4364 2.8361
H: -2.9048 4.0568 3.2432
O: -2.5480 4.6736 2.5155
H: 3.2137 1.3131 2.5550
H: 3.2181 0.8490 1.0735
O: 2.7357 1.3019 1.6761
H: 2.1234 -2.9333 0.4315
H: 2.1237 -1.6511 0.9506
O: 2.2923 -2.5021 1.2112
H: 1.9160 3.0263 0.6160
H: 2.9934 3.8611 0.0528
O: 2.1042 3.5324 -0.1648
H: -2.4491 3.2924 -2.4707
H: -1.3777 3.3332 -3.4643
O: -1.8627 3.9146 -2.9885
H: 4.6398 0.3117 -5.0562
H: 4.0934 1.7470 -4.0792
O: 4.9117 0.9792 -4.3974
H: 2.2738 -2.4235 -2.7977
O: 1.9160 -3.1357 -3.1517
H: 5.6469 -1.4815 1.4926
H: 4.3797 -1.7343 0.8831
O: 5.2338 -1.6608 0.7312
H: -0.2398 -4.2127 -0.3559
O: 0.1685 -3.4046 -0.1222
H: -1.1676 0.5799 2.1974
H: -0.6433 -0.0131 3.3348
O: -1.3044 0.5806 3.1025
H: -3.4148 3.2052 -0.3703
H: -1.7967 2.6845 -0.2707
O: -2.7233 2.6983 -0.6334
H: 4.5850 -4.5758 2.2783
H: 3.3645 -4.1556 2.6932
O: 4.1495 -3.7412 2.4728
H: -1.5612 2.2774 4.6127
H: -0.7292 3.7123 5.1000
O: -1.7010 3.3062 4.9818
H: 2.0258 0.0199 -0.8978
H: 3.4539 0.9653 -1.2452
O: 3.0689 0.2651 -0.7483
H: -6.1483 -1.6866 2.0324
H: -4.8246 -1.8759 1.2202
O: -5.3571 -2.3286 1.9360
H: -3.2871 -3.9944 -0.0497
H: -4.1306 -2.9112 -0.2569
O: -3.5936 -3.3880 -0.6949
H: -3.1346 1.2464 -2.7373
H: -4.2233 1.5220 -1.7910
O: -4.0985 1.6123 -2.8526
H: -1.0136 1.5178 -1.9854
H: 0.0600 2.4773 -3.0420
O: -0.0350 1.8222 -2.1519
H: -0.3643 -2.8589 -4.9993
H: -1.4630 -3.5213 -5.2245
O: -0.9885 -2.8588 -5.6401
H: -1.8490 -0.5300 -3.8959
O: -1.7364 -0.1496 -4.8436
H: -3.1525 -2.8845 3.7948
H: -4.1052 -3.7588 3.3503
O: -3.1973 -3.6739 3.2544
H: 1.5709 -3.6953 -2.5607
H: 5.1915 0.0749 0.8115
H: -0.6181 -2.8071 0.3771
H: 5.6133 4.0807 -0.2357
H: 3.1707 3.9272 -2.6009
H: -1.3944 -0.9035 -5.3514
O: -4.7125 1.3753 2.3405
H: -4.8441 0.9486 3.1375
H: -5.0744 2.3566 2.6546
O: -0.3363 3.4922 0.3203
H: 0.1415 3.8782 -0.4940
H: 0.3822 2.9453 0.5858
O: 1.2414 -2.3354 3.6344
H: 1.8132 -2.2358 2.7950
H: 1.9313 -2.1699 4.1484
O: 0.4833 -0.3915 -0.4741
H: -0.3985 -0.4272 -0.9035
H: 0.6907 0.6008 -0.1352
O: 1.3553 -4.7916 2.4640
H: 1.3255 -3.9744 3.0238
H: 0.9916 -4.5315 1.6053
O: -0.3284 -4.7317 -2.6080
H: -0.7908 -4.0084 -2.0728
H: 0.2074 -5.0906 -1.8446
O: -3.2876 -0.7055 0.3062
H: -3.0746 0.0166 1.0803
H: -3.8250 -1.2399 0.8165

Calculated values
Charge: -1
Multiplicity: 2
Calculated total energy in eV: -83188.1191
Maximum force in eV Å⁻¹: 12.48
E_HOMO (alpha / beta) in eV: -0.67 / -8.04
Gap between HOMO and LUMO (alpha / beta) in eV: 2.36 / 9.56
<S²>: 0.752
E_LUMO (alpha / beta) in eV: 1.7 / 1.5
ΔE to the lowest compared entry with this formula, charge and spin in eV: 12.1238

=====

[3]
This record from the OMol25 dataset describes C4H4ClNO in the gas phase. The level of theory is ωB97M-V with the def2-TZVPD basis set.

Positions of all 11 atoms, in Å:
Cl: 2.1071 -2.3730 0.4856
C: 1.0337 -1.0904 0.2846
N: 1.1819 -0.2181 1.2401
O: 0.5095 0.9266 1.2986
C: -0.6890 1.0897 0.5446
C: -0.6616 0.2687 -0.7480
C: 0.1084 -0.8140 -0.8292
H: -0.7476 2.1575 0.1047
H: -1.7251 0.8512 1.0618
H: -1.1647 0.5064 -1.6285
H: 0.0475 -1.3047 -1.8143

Calculated values
Multiplicity: 1
Calculated total energy in eV: -20269.4152
Maximum force in eV Å⁻¹: 3.55
E_HOMO in eV: -8.91
Gap between HOMO and LUMO in eV: 9.29
E_LUMO in eV: 0.4
SMILES: ClC1=NOCC=C1
ΔE to the lowest compared entry with this formula, charge and spin in eV: 3.1025

=====

[4]
This record from the OMol25 dataset describes a molecular structure, C44H40Br2N3O2RbSb2. The level of theory is ωB97M-V with the def2-TZVPD basis set.

Positions of all 94 atoms, in Å:
Rb: 1.6548 -0.0639 -0.2122
Br: 5.2716 -0.4105 -0.1245
C: 5.4666 -1.1891 -1.8837
Br: 3.7963 -1.3521 -2.8226
H: 5.8811 -2.1795 -1.7558
H: 6.1209 -0.5453 -2.4551
C: -0.5881 -0.7037 2.4029
C: -1.6411 0.1422 1.6961
C: -1.6997 1.5770 2.2236
Sb: -0.1270 2.9283 1.6005
C: 1.4965 2.0939 2.7505
C: 1.3245 1.5327 4.0173
C: 2.3862 0.9545 4.6946
C: 3.6531 0.9375 4.1208
C: 3.8506 1.5117 2.8753
C: 2.7767 2.0851 2.1987
C: -0.6849 4.3923 3.0594
C: -1.9627 4.9462 2.9864
C: -2.3755 5.9030 3.9029
C: -1.5097 6.3267 4.9013
C: -0.2328 5.7912 4.9769
C: 0.1772 4.8296 4.0611
Sb: -0.6445 -2.8108 1.9394
C: 1.0966 -3.1563 3.1559
C: 1.1250 -4.0116 4.2541
C: 2.2955 -4.1947 4.9806
C: 3.4574 -3.5284 4.6181
C: 3.4478 -2.6793 3.5200
C: 2.2753 -2.5036 2.8005
C: -2.1075 -3.2657 3.4357
C: -2.0138 -2.7944 4.7446
C: -3.0031 -3.0809 5.6736
C: -4.1040 -3.8437 5.3044
C: -4.2095 -4.3195 4.0068
C: -3.2145 -4.0321 3.0797
H: -0.6889 -0.6335 3.4889
H: 0.4276 -0.3528 2.1994
H: -2.6217 -0.3212 1.8562
H: -1.4741 0.1404 0.6144
H: -1.7361 1.5976 3.3161
H: -2.6101 2.0682 1.8706
H: 0.3441 1.5412 4.4805
H: 2.2291 0.5110 5.6699
H: 4.4818 0.4840 4.6495
H: 4.8415 1.5303 2.4361
H: 2.9498 2.5489 1.2305
H: -2.6526 4.6340 2.2093
H: -3.3727 6.3193 3.8360
H: -1.8293 7.0738 5.6164
H: 0.4477 6.1205 5.7523
H: 1.1760 4.4165 4.1400
H: 0.2255 -4.5358 4.5557
H: 2.2993 -4.8613 5.8340
H: 4.3676 -3.6733 5.1858
H: 4.3492 -2.1554 3.2258
H: 2.2884 -1.8361 1.9425
H: -1.1566 -2.2046 5.0513
H: -2.9171 -2.7091 6.6871
H: -4.8774 -4.0654 6.0287
H: -5.0660 -4.9135 3.7144
H: -3.3098 -4.4089 2.0673
C: 0.5574 4.1650 -8.8729
O: -0.7200 3.5973 -9.0712
C: -0.9237 2.3327 -8.5983
C: -2.2001 1.8106 -8.7838
C: -2.4965 0.5344 -8.3433
C: -1.5367 -0.2194 -7.6750
C: -0.2583 0.2900 -7.5180
C: 0.0538 1.5633 -7.9785
N: -1.8671 -1.5692 -7.3159
N: -1.7277 -2.0065 -6.1590
C: -1.4006 -1.2245 -5.0251
C: -1.8008 0.0807 -4.7830
C: -1.5534 0.7202 -3.5800
C: -0.8693 0.1066 -2.5103
O: -0.6146 0.6928 -1.4157
C: -0.4735 -1.2908 -2.7411
N: 0.1635 -1.9312 -1.7266
C: 0.5081 -3.1878 -1.8813
C: 0.2522 -3.9176 -3.0540
C: -0.3726 -3.2899 -4.0941
C: -0.7600 -1.9351 -3.9700
H: 0.5111 5.1670 -9.2906
H: 1.3335 3.5939 -9.3904
H: 0.8050 4.2285 -7.8095
H: -2.9424 2.4165 -9.2867
H: -3.4814 0.1143 -8.5022
H: 0.4970 -0.3044 -7.0202
H: 1.0578 1.9394 -7.8449
H: -2.3516 0.6201 -5.5404
H: -1.8994 1.7347 -3.4263
H: 1.0041 -3.6685 -1.0418
H: 0.5473 -4.9565 -3.1197
H: -0.5920 -3.8087 -5.0171

Calculated values
Multiplicity: 1
Calculated total energy in eV: -208655.3032
Maximum force in eV Å⁻¹: 0.19
E_HOMO in eV: -6.29
Gap between HOMO and LUMO in eV: 5.99
E_LUMO in eV: -0.3
ΔE to the lowest compared entry with this formula, charge and spin in eV: 0.1040

=====

[5]
This record from the OMol25 dataset describes C17H19N3O2 in the gas phase. The level of theory is ωB97M-V with the def2-TZVPD basis set.

Positions of all 41 atoms, in Å:
C: 3.3764 -0.9002 0.5308
C: 2.1556 -1.7472 0.7740
N: 2.4323 -2.9705 1.2823
C: 1.3855 -3.7280 1.7105
C: 0.0732 -3.4312 1.3781
C: -0.2028 -2.2652 0.6261
C: -1.4476 -1.8071 0.0822
C: -2.7061 -2.3737 0.3137
C: -3.8409 -1.7225 -0.1943
C: -3.6476 -0.4822 -0.8311
C: -2.3421 0.0190 -1.0763
C: -1.1565 -0.6126 -0.5199
N: 0.2512 -0.2697 -0.5285
C: 0.9248 0.9429 -0.9473
C: 0.8537 2.0235 0.1753
C: 1.0917 3.4311 -0.4648
C: 2.5759 3.6984 -0.6689
N: 3.3679 3.6034 0.6387
C: 0.8232 -1.3814 0.3104
O: -4.8353 0.1269 -1.1061
C: -5.7699 -0.9652 -0.8823
O: -5.1805 -1.8438 0.0179
H: 4.3057 -1.4114 0.9010
H: 3.2905 0.0104 1.0501
H: 3.4021 -0.7711 -0.4676
H: 1.4940 -4.5927 2.3746
H: -0.7076 -4.1052 1.6211
H: -2.7570 -3.1714 1.0317
H: -2.3599 0.9863 -1.4877
H: 1.9829 0.6563 -1.0630
H: 0.5298 1.3137 -1.8756
H: -0.0973 1.9653 0.5591
H: 1.5635 1.8659 0.9160
H: 0.7330 3.4689 -1.5038
H: 0.6075 4.2667 0.1381
H: 3.0159 3.1067 -1.5618
H: 2.5070 4.7226 -1.0269
H: 4.3243 3.3238 0.5021
H: 2.9043 2.9808 1.2664
H: -6.6066 -0.4535 -0.3655
H: -6.3138 -1.5067 -1.6287

Calculated values
Multiplicity: 1
Calculated total energy in eV: -26499.8108
Maximum force in eV Å⁻¹: 4.20
E_HOMO in eV: -7.82
Gap between HOMO and LUMO in eV: 8.39
E_LUMO in eV: 0.6
SMILES: Cc1nccc2c3cc4c(cc3n(CCCCN)c12)OCO4
ΔE to the lowest compared entry with this formula, charge and spin in eV: 4.8761

=====

[6]
This record from the OMol25 dataset describes a molecular structure, C2O3V. The level of theory is ωB97M-V with the def2-TZVPD basis set.

Positions of all 6 atoms, in Å:
O: -1.3712 -1.3884 0.0973
C: -2.2886 -1.9547 -0.2587
O: 0.8321 1.3547 0.9097
C: 1.2352 1.6285 -0.2490
O: 1.2534 0.8395 -1.1887
V: 0.3391 -0.4796 0.6894

Calculated values
Charge: +1
Multiplicity: 5
Calculated total energy in eV: -33893.2450
Maximum force in eV Å⁻¹: 1.90
E_HOMO (alpha / beta) in eV: -13.65 / -16.62
Gap between HOMO and LUMO (alpha / beta) in eV: 7.32 / 10.36
<S²>: 6.010
E_LUMO (alpha / beta) in eV: -6.3 / -6.3
ΔE to the lowest compared entry with this formula, charge and spin in eV: 0.2045